Record 1
Density functional theory data (ωB97M-V/def2-TZVPD) for C34H27BF4INP2Pb as an isolated structure at a distorted geometry.

Each line ends with the Löwdin charge.
Atoms and positions in Å:
Pb1 -1.894 -16.696 -11.722  1.148
N1 -2.378 -18.148 -9.139  -0.319
P1 -2.305 -19.022 -10.611  0.895
C1 -0.845 -20.026 -10.612  -0.395
C2 -0.359 -20.445 -11.852  -0.063
C3 0.927 -21.045 -11.871  -0.006
C4 1.656 -21.136 -10.652  -0.037
C5 1.076 -20.809 -9.437  -0.061
C6 -0.215 -20.309 -9.411  -0.091
C7 -3.771 -19.908 -10.813  -0.346
C8 -5.016 -19.294 -11.132  -0.087
C9 -6.103 -20.062 -11.146  -0.076
C10 -6.124 -21.429 -10.869  -0.039
C11 -4.955 -22.073 -10.536  -0.027
C12 -3.764 -21.275 -10.490  -0.037
P2 -1.866 -16.533 -9.118  0.857
C13 -0.255 -16.430 -8.557  -0.404
C14 0.088 -17.099 -7.389  -0.060
C15 1.424 -17.050 -6.952  -0.018
C16 2.315 -16.174 -7.591  -0.024
C17 1.918 -15.393 -8.682  -0.041
C18 0.622 -15.479 -9.135  -0.079
C19 -3.108 -15.854 -8.069  -0.297
C20 -2.794 -14.687 -7.301  -0.084
C21 -3.672 -14.084 -6.493  -0.066
C22 -4.955 -14.651 -6.296  0.030
C23 -5.296 -15.823 -7.053  -0.048
C24 -4.437 -16.337 -7.944  -0.089
H1 -2.903 -18.454 -8.346  0.084
H2 -0.973 -20.275 -12.659  0.063
H3 1.399 -21.389 -12.758  0.104
H4 2.634 -21.556 -10.703  0.108
H5 1.593 -21.083 -8.503  0.128
H6 -0.647 -20.019 -8.419  0.118
H7 -4.969 -18.220 -11.381  0.082
H8 -7.063 -19.671 -11.494  0.130
H9 -7.057 -22.016 -10.953  0.135
H10 -4.989 -23.124 -10.341  0.111
H11 -2.889 -21.789 -10.214  0.090
H12 -0.619 -17.726 -6.919  0.100
H13 1.785 -17.680 -6.175  0.110
H14 3.347 -16.163 -7.291  0.117
H15 2.690 -14.815 -9.231  0.136
H16 0.311 -14.969 -9.989  0.054
H17 -1.794 -14.307 -7.115  0.121
H18 -3.345 -13.247 -5.933  0.112
H19 -5.644 -14.212 -5.567  0.126
H20 -6.247 -16.302 -6.901  0.119
H21 -4.760 -17.228 -8.455  0.104
I1 -1.977 -13.495 -12.274  1.060
C25 -1.087 -13.963 -14.107  -0.600
C26 -0.573 -12.900 -14.812  -0.157
C27 0.048 -13.118 -16.008  -0.066
C28 0.134 -14.382 -16.530  0.004
C29 -0.314 -15.499 -15.779  -0.150
C30 -0.281 -16.757 -16.421  0.010
C31 -0.743 -17.873 -15.807  -0.022
C32 -1.248 -17.740 -14.492  -0.130
C33 -1.168 -16.599 -13.812  -0.274
C34 -0.892 -15.337 -14.481  -0.217
H22 -0.617 -11.848 -14.545  0.116
H23 0.515 -12.237 -16.584  0.158
H24 0.600 -14.555 -17.482  0.122
H25 0.306 -16.790 -17.348  0.140
H26 -0.637 -18.828 -16.177  0.096
H27 -1.568 -18.652 -13.959  0.094
F1 -4.563 -15.989 -14.906  0.177
B1 -5.513 -16.618 -14.107  -0.843
F2 -4.000 -16.662 -11.692  -0.508
F3 -5.425 -17.918 -13.966  0.274
F4 -6.496 -15.939 -13.651  0.332

Calculated values
Frontier orbital gap = 6.3 eV
E = -2963.74837 Eh
LUMO level = -7.16 eV
Net charge = +2


Record 2
Density functional theory data (ωB97M-V/def2-TZVPD) for one molecule with the formula C4H7NO2.

Each line ends with the Löwdin charge.
Atoms and positions in Å:
C1 -0.501 -0.608 2.220  0.035
C2 -1.153 -0.823 1.085  -0.185
O1 -0.749 -0.601 -0.201  0.000
C3 0.333 0.163 -0.522  -0.671
C4 0.031 0.754 -1.858  0.027
N1 1.641 -0.274 -0.172  0.165
O2 1.003 0.946 0.394  0.004
H1 0.518 -0.255 2.315  0.060
H2 -1.046 -0.810 3.123  0.051
H3 -2.166 -1.213 1.028  0.117
H4 0.848 1.395 -2.177  0.090
H5 -0.141 -0.069 -2.557  0.098
H6 -0.892 1.327 -1.768  0.098
H7 2.271 0.068 -0.909  0.109

Calculated values
Frontier orbital gap = 10.1 eV
E = -361.73270 Eh
LUMO level = 0.99 eV
Energy relative to the best compared isomer or geometry (same formula, charge and spin) = 93.0 kcal/mol


> Look up the LUMO level of the first one.

-7.16 eV